[1]
Entry from OMol25: C28H46GeN5O4RhS2Se as an isolated structure (the ωB97M-V functional and the def2-TZVPD basis).

```
! RIJCOSX wB97M-V def2-TZVPD def2/J DEFGRID3
* xyz 0 5
Rh 0.067 -0.190 1.521
C 3.287 5.972 0.140
C 4.106 4.779 -0.219
C 4.459 4.827 -1.704
C 5.423 4.800 0.579
C 3.196 3.544 0.188
C 3.461 2.760 1.302
C 2.624 1.743 1.660
N 1.466 1.534 1.022
C 1.255 2.119 -0.189
C 2.111 3.192 -0.609
C -0.023 1.848 -0.857
C -0.387 2.286 -2.156
C -1.704 2.151 -2.587
C -2.556 1.516 -1.687
C -2.125 1.041 -0.463
N -0.867 1.181 -0.104
C -2.223 2.283 -4.031
C -2.505 0.830 -4.501
C -3.451 3.175 -4.113
C -1.130 2.846 -4.890
H 3.961 6.854 0.033
H 2.904 5.985 1.176
H 2.406 6.119 -0.461
H 5.132 5.658 -1.964
H 3.525 4.909 -2.320
H 4.945 3.914 -2.019
H 6.156 5.534 0.188
H 5.888 3.806 0.569
H 5.360 5.033 1.652
H 4.322 2.995 1.896
H 2.784 1.182 2.593
H 1.826 3.743 -1.545
H 0.332 2.624 -2.916
H -3.597 1.270 -1.895
H -2.739 0.559 0.262
H -3.485 0.415 -4.155
H -1.695 0.157 -4.444
H -2.628 0.889 -5.587
H -4.210 2.906 -3.348
H -3.887 3.129 -5.105
H -3.115 4.165 -3.918
H -0.329 2.106 -4.993
H -0.729 3.763 -4.449
H -1.514 3.094 -5.860
O -2.940 -1.173 4.269
S -2.112 -1.446 3.090
O -0.650 -1.667 3.268
O -2.560 -2.730 2.451
O -2.202 -0.343 2.064
C -4.091 -6.483 -1.231
Ge -3.587 -5.179 0.145
C -4.798 -5.362 1.618
C -3.952 -3.464 -0.707
C -1.685 -5.345 0.669
Se -0.785 -3.905 1.624
C -0.937 -4.909 3.318
H -5.166 -6.337 -1.430
H -3.858 -7.486 -0.994
H -3.637 -6.176 -2.191
H -5.791 -5.143 1.198
H -4.532 -4.647 2.465
H -4.866 -6.387 1.938
H -4.791 -3.662 -1.418
H -3.106 -3.146 -1.290
H -4.262 -2.661 -0.032
H -1.079 -5.572 -0.235
H -1.584 -6.286 1.282
H -1.988 -5.090 3.481
H -0.452 -4.297 4.070
H -0.435 -5.859 3.133
C 2.807 -1.502 3.762
C 3.057 -1.785 2.306
C 4.141 -2.505 1.875
C 4.154 -2.759 0.490
N 3.280 -2.338 -0.366
C 2.213 -1.686 0.138
S 0.837 -1.399 -0.792
N 2.134 -1.319 1.458
H 2.132 -2.273 4.184
H 2.349 -0.534 3.830
H 3.723 -1.523 4.272
H 4.988 -2.898 2.435
H 5.005 -3.286 0.111
N -0.222 1.227 3.358
H -0.966 0.792 3.876
H -0.446 2.060 2.805
H 0.562 1.440 4.011
*
```

The electronic energy comes out at -191962.603 eV. Its expectation value of S² is 6.01. Its frontier orbital gap (alpha / beta) is 6.708 / 6.619 eV. The energy relative to the best compared isomer or geometry (same formula, charge and spin) comes out at 0.0 kJ/mol. The max |F| is 2.74 eV/A.

Listed below, in e, are the Löwdin charges computed for each atom:
1. Rh 0.97
2. C -0.07
3. C -0.56
4. C -0.05
5. C -0.07
6. C -0.13
7. C -0.01
8. C -0.11
9. N 0.01
10. C -0.17
11. C 0.06
12. C -0.25
13. C 0.06
14. C -0.14
15. C 0.00
16. C -0.09
17. N 0.00
18. C -0.56
19. C -0.03
20. C -0.03
21. C -0.07
22. H 0.10
23. H 0.10
24. H 0.08
25. H 0.09
26. H 0.09
27. H 0.09
28. H 0.09
29. H 0.09
30. H 0.09
31. H 0.10
32. H 0.11
33. H 0.13
34. H 0.11
35. H 0.12
36. H 0.09
37. H 0.10
38. H 0.07
39. H 0.08
40. H 0.09
41. H 0.09
42. H 0.08
43. H 0.10
44. H 0.09
45. H 0.08
46. O -0.31
47. S 0.28
48. O -0.51
49. O -0.51
50. O -0.45
51. C -0.22
52. Ge 0.74
53. C -0.23
54. C -0.21
55. C -0.54
56. Se 1.15
57. C -0.28
58. H 0.03
59. H 0.00
60. H 0.03
61. H 0.03
62. H 0.05
63. H 0.01
64. H 0.03
65. H 0.01
66. H 0.02
67. H 0.03
68. H 0.03
69. H 0.03
70. H 0.03
71. H 0.03
72. C -0.02
73. C -0.35
74. C -0.03
75. C -0.16
76. N 0.05
77. C -0.88
78. S 0.59
79. N -0.02
80. H 0.10
81. H 0.04
82. H 0.06
83. H 0.11
84. H 0.10
85. N 0.01
86. H 0.02
87. H 0.05
88. H 0.06

***

[2]
Entry from OMol25: one molecule with the formula C5H11NO (the ωB97M-V functional and the def2-TZVPD basis).

```
! RIJCOSX wB97M-V def2-TZVPD def2/J DEFGRID3
* xyz 0 1
C -1.613 0.573 -0.896
C -1.457 -0.468 0.219
N -0.056 -0.588 0.578
C 0.420 0.228 1.676
C 0.733 -0.857 -0.529
C 1.957 -0.002 -0.713
O 0.405 -1.671 -1.373
H -2.631 0.533 -1.274
H -0.980 0.392 -1.778
H -1.381 1.579 -0.535
H -1.830 -1.429 -0.127
H -2.009 -0.209 1.129
H -0.051 -0.094 2.612
H 1.494 0.083 1.797
H 0.226 1.305 1.555
H 2.171 -0.033 -1.778
H 2.824 -0.371 -0.170
H 1.778 1.029 -0.393
*
```

The electronic energy comes out at -8900.926 eV. As for the SMILES: CCN(C)C(C)=O. Its frontier orbital gap is 10.013 eV. The energy relative to the best compared isomer or geometry (same formula, charge and spin) comes out at 74.4 kJ/mol. The max |F| is 0.54 eV/A.

Listed below, in e, are the Löwdin charges computed for each atom:
1. C -0.07
2. C -0.21
3. N -0.14
4. C -0.07
5. C -0.53
6. C -0.01
7. O 0.06
8. H 0.07
9. H 0.08
10. H 0.07
11. H 0.11
12. H 0.12
13. H 0.09
14. H 0.08
15. H 0.09
16. H 0.09
17. H 0.08
18. H 0.08